#w
ORCA calculation (ωB97M-V with the def2-TZVPD basis set) on one molecule with the formula C22H30N4O4.

Summary:
frontier orbital gap = 8.0 eV
charge = 0
E_HOMO = -7.274 eV
LUMO energy = 0.7 eV
spin multiplicity = 1

```
60
C22H30N4O4 ωB97M-V with the def2-TZVPD basis set
C -7.100 -1.824 -1.128
H -7.457 -1.028 -1.778
O -5.978 -1.325 -0.450
C -5.402 -2.267 0.436
C -4.139 -1.691 1.071
H -3.450 -1.395 0.277
C -4.431 -0.475 1.953
N -4.776 0.664 1.133
C -3.980 1.744 1.033
O -3.085 2.007 1.812
C -4.293 2.622 -0.177
H -5.362 2.825 -0.237
H -3.768 3.570 -0.052
C -3.822 1.887 -1.443
H -4.554 1.133 -1.738
C -2.508 1.147 -1.199
O -2.429 -0.061 -1.303
N -1.481 1.968 -0.876
C -0.167 1.635 -0.524
C 0.304 0.342 -0.509
C 1.638 0.075 -0.167
C 2.508 1.148 0.157
N 3.806 0.974 0.464
C 4.307 -0.245 0.488
N 5.616 -0.365 0.878
C 6.388 0.847 1.076
H 5.703 1.649 1.349
H 7.105 0.665 1.882
C 7.139 1.201 -0.211
O 7.967 0.133 -0.629
C 7.219 -1.043 -0.827
H 7.935 -1.813 -1.123
C 6.473 -1.449 0.454
H 5.909 -2.362 0.279
H 7.203 -1.633 1.250
H 6.487 -0.894 -1.637
H 7.802 2.054 -0.059
H 6.408 1.440 -0.998
C 3.504 -1.386 0.211
C 2.186 -1.240 -0.115
C 1.329 -2.432 -0.403
H 0.488 -2.467 0.287
H 1.902 -3.352 -0.303
H 0.929 -2.377 -1.414
H 3.925 -2.377 0.277
C 1.997 2.462 0.144
C 0.694 2.698 -0.187
H 0.309 3.709 -0.190
H 2.665 3.269 0.401
H -0.361 -0.465 -0.762
H -1.698 2.948 -0.764
H -3.700 2.591 -2.270
H -5.412 0.442 0.380
H -5.254 -0.693 2.642
H -3.546 -0.197 2.532
H -3.672 -2.473 1.670
H -5.151 -3.183 -0.118
H -6.136 -2.531 1.215
H -6.840 -2.700 -1.734
H -7.895 -2.107 -0.426
```

#x
ORCA calculation (ωB97M-V with the def2-TZVPD basis set) on one molecule with the formula C22H30N4O4.

Summary:
frontier orbital gap = 9.0 eV
charge = 0
E_HOMO = -8.375 eV
LUMO energy = 0.6 eV
spin multiplicity = 1

```
60
C22H30N4O4 ωB97M-V with the def2-TZVPD basis set
C 3.608 -4.157 3.893
H 4.283 -4.636 4.600
O 3.869 -2.778 3.995
C 3.180 -1.926 3.186
C 2.195 -2.305 2.282
C 1.551 -1.352 1.507
C 1.885 0.001 1.614
C 2.869 0.375 2.523
C 3.505 -0.576 3.295
H 4.270 -0.287 3.997
H 3.155 1.408 2.635
O 1.188 0.872 0.814
C 1.488 2.245 0.916
H 2.521 2.452 0.621
H 0.810 2.755 0.233
H 1.316 2.617 1.931
C 0.553 -1.793 0.479
O 0.856 -1.896 -0.695
N -0.679 -2.124 0.954
C -1.738 -2.364 -0.009
H -1.255 -2.529 -0.974
C -2.686 -1.151 -0.067
H -3.600 -1.330 0.500
H -2.967 -0.937 -1.098
C -1.952 0.048 0.545
N -2.629 1.289 0.296
C -2.312 2.223 -0.639
C -3.276 3.208 -0.567
C -4.139 2.770 0.445
N -3.746 1.621 0.954
H -5.023 3.249 0.817
H -3.336 4.092 -1.165
N -1.193 2.089 -1.444
C -0.936 2.785 -2.595
O -1.635 3.680 -3.006
C 0.315 2.292 -3.296
C -0.008 1.173 -4.303
C 1.258 0.805 -5.074
H 1.037 0.052 -5.826
H 1.675 1.676 -5.573
H 2.007 0.401 -4.396
C -0.583 -0.067 -3.619
H 0.099 -0.449 -2.859
H -1.546 0.150 -3.162
H -0.735 -0.854 -4.354
H -0.752 1.561 -5.008
H 1.046 1.927 -2.571
H 0.745 3.136 -3.838
H -0.567 1.327 -1.224
C -1.753 -0.206 2.043
C -1.179 -1.629 2.219
H -0.378 -1.637 2.959
H -1.960 -2.319 2.548
H -1.068 0.540 2.446
H -2.711 -0.100 2.550
H -0.962 0.119 0.084
H -2.277 -3.271 0.277
H 1.913 -3.338 2.155
H 2.574 -4.392 4.166
H 3.813 -4.532 2.886
```

#y
ORCA calculation (ωB97M-V with the def2-TZVPD basis set) on a 2-piece molecular cluster, C22H30N4O4 overall.

Summary:
frontier orbital gap = 7.9 eV
charge = 0
E_HOMO = -8.792 eV
LUMO energy = -0.9 eV
spin multiplicity = 1

```
60
C22H30N4O4 ωB97M-V with the def2-TZVPD basis set
C 3.380 -1.248 2.544
C 3.028 -2.449 1.697
O 3.286 -3.548 2.082
N 2.468 -2.256 0.394
C 3.491 -1.808 -0.550
C 1.267 -1.403 0.375
C -0.006 -2.186 0.063
C -0.666 -2.797 1.316
C -2.089 -2.292 1.596
C -2.190 -0.817 1.358
C -3.020 -0.226 0.491
C -4.043 -0.942 -0.319
C -3.635 -1.847 -1.304
C -4.618 -2.495 -2.054
C -5.948 -2.190 -1.772
C -6.254 -1.275 -0.773
N -5.317 -0.652 -0.047
C -2.955 1.258 0.306
O -3.816 1.859 -0.275
C -1.747 1.958 0.819
C -1.429 3.351 0.347
N -1.551 3.508 -1.117
C -0.960 1.360 1.707
C -1.272 0.012 2.189
O -0.790 -0.431 3.199
H 3.661 -1.615 3.522
H 4.204 -0.717 2.077
H 2.544 -0.569 2.666
H 3.151 -2.031 -1.557
H 4.433 -2.315 -0.367
H 3.670 -0.728 -0.492
H 1.395 -0.659 -0.409
H 1.145 -0.853 1.303
H 0.251 -2.968 -0.647
H -0.665 -1.497 -0.462
H -0.628 -3.879 1.254
H -0.061 -2.512 2.169
H -2.292 -2.459 2.654
H -2.855 -2.829 1.050
H -2.592 -2.045 -1.482
H -4.358 -3.206 -2.820
H -6.747 -2.666 -2.323
H -7.281 -1.030 -0.551
H -2.155 4.020 0.811
H -0.432 3.599 0.699
H -0.795 4.098 -1.443
H -1.404 2.618 -1.577
H -0.079 1.829 2.118
C 2.676 2.232 -2.485
C 2.850 2.405 -0.995
O 2.125 1.839 -0.190
N 3.853 3.216 -0.571
C 4.806 3.962 -1.373
H 1.842 1.559 -2.657
H 2.463 3.188 -2.964
H 3.574 1.803 -2.932
H 3.917 3.288 0.432
H 5.824 3.647 -1.137
H 4.718 5.030 -1.166
H 4.629 3.799 -2.430
```

Here are the energies relative to the best structure, in hartree: #w 0.0000; #x 0.0322; #y 0.0896.

#w
ORCA calculation (ωB97M-V with the def2-TZVPD basis set) on a 2-piece molecular cluster, H3O5 overall.

Summary:
frontier orbital gap (alpha / beta) = 6.5 / 9.8 eV
charge = +1
E_HOMO (alpha / beta) = -15.970 / -16.597 eV
LUMO energy (alpha / beta) = -9.5 / -6.8 eV
spin multiplicity = 1

```
8
H3O5 ωB97M-V with the def2-TZVPD basis set
O -1.038 1.726 0.290
O 0.739 -1.131 0.663
O 0.417 0.071 -1.277
O -0.455 1.074 1.157
O 1.010 -0.073 -0.072
H -1.823 1.407 -0.145
H 0.828 -0.876 1.539
H 0.730 -0.509 -1.999
```

#x
ORCA calculation (ωB97M-V with the def2-TZVPD basis set) on H3O5 as an isolated structure.

Summary:
frontier orbital gap (alpha / beta) = 10.2 / 10.2 eV
charge = +1
E_HOMO (alpha / beta) = -17.978 / -17.979 eV
LUMO energy (alpha / beta) = -7.8 / -7.8 eV
spin multiplicity = 1

```
8
H3O5 ωB97M-V with the def2-TZVPD basis set
O 1.859 0.064 -0.161
O -1.265 0.836 -0.206
O -0.301 -1.182 0.121
O 1.052 0.893 0.369
O -0.408 0.082 0.596
H 2.043 0.250 -1.050
H -2.174 0.860 0.136
H -0.691 -1.772 0.742
```

Here are the energies relative to the best structure, in hartree: #w 0.0197; #x 0.0000.

#w
ORCA calculation (ωB97M-V with the def2-TZVPD basis set) on C3H6O4S2 as an isolated structure.

Summary:
frontier orbital gap = 9.2 eV
charge = 0
E_HOMO = -9.717 eV
LUMO energy = -0.6 eV
spin multiplicity = 1

```
15
C3H6O4S2 ωB97M-V with the def2-TZVPD basis set
C 0.192 0.546 0.600
C 2.334 -0.029 -0.760
C -2.305 -1.033 0.694
O 2.216 2.467 -0.407
O -2.237 1.465 -0.282
O -1.108 -0.399 -1.507
O 0.563 -0.210 1.482
S 1.829 1.344 0.443
S -1.502 0.217 -0.274
H 3.455 0.165 -0.905
H 2.144 -0.974 -0.222
H 1.811 0.226 -1.618
H -3.299 -0.720 1.069
H -2.281 -1.913 0.014
H -1.811 -1.151 1.671
```

#x
ORCA calculation (ωB97M-V with the def2-TZVPD basis set) on one molecule with the formula C3H6O4S2.

Summary:
frontier orbital gap = 9.2 eV
charge = 0
E_HOMO = -9.429 eV
LUMO energy = -0.2 eV
spin multiplicity = 1

```
15
C3H6O4S2 ωB97M-V with the def2-TZVPD basis set
C -1.203 0.200 -0.051
C -1.692 -1.209 0.309
C 1.978 -0.019 0.766
O -1.144 1.681 -2.431
O 0.320 -0.342 -2.210
O 0.569 1.613 -0.623
O 0.131 1.394 1.927
S -0.494 0.687 -1.610
S 0.296 0.729 0.665
H -0.843 -1.921 0.280
H -2.156 -0.946 1.309
H -2.464 -1.463 -0.436
H 2.753 0.771 0.361
H 2.127 -0.429 1.691
H 1.822 -0.745 0.052
```

Here are the energies relative to the best structure, in hartree: #w 0.0000; #x 0.0320.

#w
ORCA calculation (ωB97M-V with the def2-TZVPD basis set) on a 2-piece molecular cluster, C9H15N5 overall.

Summary:
frontier orbital gap (alpha / beta) = 7.1 / 7.1 eV
charge = +2
E_HOMO (alpha / beta) = -16.074 / -16.074 eV
LUMO energy (alpha / beta) = -8.9 / -8.9 eV
spin multiplicity = 1

```
29
C9H15N5 ωB97M-V with the def2-TZVPD basis set
C -1.187 -2.133 -0.521
C -0.434 -1.131 -2.613
C -0.628 -1.100 0.152
C 0.107 -0.071 -1.956
C -1.162 -2.208 -1.997
C 0.035 -0.024 -0.553
C 1.272 0.039 2.775
C -1.808 -3.318 -2.742
C 1.167 3.324 0.169
N 1.826 -0.851 2.322
N 0.694 1.118 3.113
N 0.481 1.017 0.213
N 1.014 2.000 4.093
N 0.691 2.084 -0.472
H -1.737 -2.973 0.010
H -0.281 -1.269 -3.683
H -0.638 -0.992 1.244
H 0.368 0.819 -2.415
H -1.335 -3.486 -3.735
H -1.797 -4.214 -1.979
H -2.857 -2.968 -2.734
H 0.474 4.053 -0.235
H 1.118 3.250 1.257
H 2.115 3.639 -0.173
H 2.392 -1.674 2.236
H -0.077 1.310 2.327
H 0.656 1.809 5.002
H 1.985 2.438 4.136
H 0.604 2.176 -1.512
```

#x
ORCA calculation (ωB97M-V with the def2-TZVPD basis set) on a 2-piece molecular cluster, C9H15N5 overall.

Summary:
frontier orbital gap = 8.3 eV
charge = +2
E_HOMO = -15.533 eV
LUMO energy = -7.2 eV
spin multiplicity = 1

```
29
C9H15N5 ωB97M-V with the def2-TZVPD basis set
C -2.758 -2.230 0.670
C -3.387 -1.057 0.271
C -1.436 -2.100 0.294
C 0.189 2.857 1.500
C 0.649 1.644 1.205
C 3.291 -1.749 -0.527
C 1.629 0.068 -0.308
C 0.811 2.126 -1.320
C 1.054 1.237 -0.139
N 2.305 -0.937 -0.370
N -2.475 -0.276 -0.311
N -1.282 -0.901 -0.287
N -2.539 0.999 -0.799
N 3.794 -2.500 0.428
H -3.213 -3.064 1.165
H -4.415 -0.764 0.374
H -0.626 -2.793 0.400
H -0.051 3.113 2.518
H 0.058 3.634 0.768
H 0.793 0.910 1.985
H 3.660 -1.890 -1.540
H -0.214 2.490 -1.318
H 1.022 1.621 -2.259
H 1.475 2.988 -1.247
H -0.441 -0.463 -0.656
H -2.707 1.040 -1.805
H -3.241 1.555 -0.318
H 4.533 -3.160 0.228
H 3.520 -2.400 1.397
```

Here are the energies relative to the best structure, in hartree: #w 0.0773; #x 0.0000.